No. 1
C57H49FGeNNaO5P3S | ωB97M-V/def2-TZVPD

CARTESIAN COORDINATES (ANGSTROEM)
Na1 -0.6813 -0.1799 1.1193
F1 -1.0201 1.4313 -0.1097
Ge1 0.7868 0.5299 -1.5136
C1 2.0426 1.9673 -0.9868
C2 2.9447 2.3356 -1.9970
C3 3.7784 3.4326 -1.8759
C4 3.7315 4.2039 -0.7231
C5 2.8828 3.8297 0.2996
C6 2.0505 2.7110 0.1956
P1 1.1227 2.1648 1.6982
C7 0.0407 3.6064 2.0189
C8 -0.3782 4.4134 0.9604
C9 -1.3133 5.4176 1.1610
C10 -1.8505 5.6303 2.4235
C11 -1.4548 4.8183 3.4759
C12 -0.5257 3.8070 3.2755
C13 2.5134 2.3413 2.8850
C14 3.3750 1.2485 2.9600
C15 4.4560 1.2578 3.8250
C16 4.6836 2.3567 4.6440
C17 3.8204 3.4402 4.5899
C18 2.7401 3.4312 3.7162
C19 1.7945 -0.5165 -2.8440
C20 2.0708 -0.2736 -4.1932
C21 2.9646 -1.0855 -4.8641
C22 3.5936 -2.1399 -4.1933
C23 3.2886 -2.4029 -2.8726
C24 2.3356 -1.6126 -2.2157
P2 1.5193 -1.8785 -0.5391
C25 0.2635 -3.1188 -1.0666
C26 0.5894 -4.0555 -2.0466
C27 -0.3236 -5.0122 -2.4631
C28 -1.5940 -5.0439 -1.9101
C29 -1.9319 -4.1228 -0.9319
C30 -1.0108 -3.1768 -0.5086
C31 2.9353 -2.7900 0.1668
C32 2.8440 -4.0962 0.6282
C33 3.9669 -4.7319 1.1429
C34 5.1800 -4.0671 1.2215
C35 5.2743 -2.7551 0.7740
C36 4.1602 -2.1274 0.2423
C37 -0.5518 1.4204 -2.6751
C38 -0.1322 2.4900 -3.4677
C39 -0.9818 3.0798 -4.3938
C40 -2.2750 2.6043 -4.5594
C41 -2.7076 1.5484 -3.7737
C42 -1.8611 0.9697 -2.8336
P3 -2.4026 -0.3896 -1.7492
C43 -3.2204 -1.4800 -2.9859
C44 -4.5819 -1.7132 -3.1323
C45 -5.0496 -2.6104 -4.0868
C46 -4.1628 -3.2821 -4.9120
C47 -2.7979 -3.0535 -4.7770
C48 -2.3353 -2.1696 -3.8195
C49 -3.8065 0.3082 -0.8122
C50 -4.0199 1.6774 -0.6811
C51 -5.0331 2.1534 0.1379
C52 -5.8424 1.2728 0.8423
C53 -5.6202 -0.0924 0.7388
C54 -4.6019 -0.5664 -0.0736
H1 3.0012 1.7497 -2.9064
H2 4.4598 3.6829 -2.6803
H3 4.3673 5.0738 -0.6119
H4 2.8739 4.4028 1.2190
H5 0.0044 4.2409 -0.0369
H6 -1.6274 6.0258 0.3212
H7 -2.5822 6.4133 2.5817
H8 -1.8822 4.9564 4.4618
H9 -0.2528 3.1582 4.0981
H10 3.1817 0.3656 2.3583
H11 5.1065 0.3931 3.8739
H12 5.5217 2.3599 5.3303
H13 3.9812 4.2988 5.2311
H14 2.0726 4.2837 3.6860
H15 1.6094 0.5629 -4.7090
H16 3.2000 -0.8937 -5.9045
H17 4.3098 -2.7606 -4.7187
H18 3.7651 -3.2326 -2.3613
H19 1.5711 -4.0494 -2.4959
H20 -0.0389 -5.7274 -3.2252
H21 -2.3193 -5.7777 -2.2398
H22 -2.9176 -4.1383 -0.4840
H23 -1.3290 -2.5051 0.2733
H24 1.8961 -4.6156 0.6113
H25 3.8808 -5.7511 1.4986
H26 6.0492 -4.5646 1.6340
H27 6.2132 -2.2188 0.8356
H28 4.2516 -1.1087 -0.1219
H29 0.8685 2.8939 -3.3626
H30 -0.6285 3.9137 -4.9895
H31 -2.9407 3.0529 -5.2864
H32 -3.7181 1.1689 -3.8832
H33 -5.2937 -1.1890 -2.5073
H34 -6.1160 -2.7770 -4.1828
H35 -4.5286 -3.9829 -5.6524
H36 -2.0894 -3.5788 -5.4060
H37 -1.2643 -2.0239 -3.7061
H38 -3.3682 2.3742 -1.1912
H39 -5.1763 3.2224 0.2392
H40 -6.6223 1.6514 1.4908
H41 -6.2172 -0.7897 1.3124
H42 -4.4193 -1.6357 -0.1170
O1 0.1463 -3.7557 2.0241
S1 0.3569 -2.3892 2.4420
O2 1.3141 -2.2017 3.5034
O3 -0.9250 -1.6719 2.6802
O4 0.9415 -1.5668 1.1844
O5 -3.0772 0.5181 3.0140
H43 -2.4273 -0.1943 2.9758
H44 -2.8699 1.1158 2.2885
C55 -2.0560 -1.1366 6.2237
C56 -0.5608 -1.1990 5.9262
C57 -0.0930 -0.0004 5.2356
N1 0.2935 0.9167 4.6656
H45 -2.3738 -2.0443 6.7370
H46 -2.6274 -1.0435 5.3011
H47 -2.2989 -0.2808 6.8543
H48 -0.3091 -2.0366 5.2757
H49 0.0315 -1.3093 6.8368

Cartesian forces, eV/Å:
-0.44 0.73 0.11
0.52 -0.20 -0.18
-0.28 0.15 0.14
0.14 0.01 -0.05
-0.04 -0.08 -0.06
0.03 0.05 0.03
0.03 0.01 -0.05
-0.03 -0.03 0.06
-0.04 0.03 0.07
-0.01 -0.23 -0.06
0.03 -0.01 -0.26
-0.04 0.02 0.02
0.00 0.00 0.01
0.00 0.00 -0.05
-0.02 -0.01 0.05
0.00 0.02 0.13
-0.17 0.00 0.12
-0.03 -0.07 0.00
0.03 0.01 0.03
0.02 -0.04 -0.01
-0.03 0.03 -0.01
0.08 0.05 -0.01
-0.03 0.01 -0.14
-0.08 0.11 0.02
0.11 -0.12 0.01
-0.02 0.09 -0.13
-0.04 -0.01 0.14
0.20 -0.26 -0.08
-0.44 0.25 -0.09
0.09 0.02 0.12
0.04 0.01 -0.03
-0.02 -0.01 -0.01
-0.04 0.00 0.03
0.04 -0.03 -0.05
-0.11 0.02 0.03
0.20 0.16 0.06
-0.04 -0.09 0.00
0.00 -0.02 0.01
0.03 0.04 -0.01
0.00 -0.03 0.02
0.01 0.06 0.01
0.03 0.09 -0.21
0.06 0.06 0.00
-0.04 0.02 -0.04
0.03 -0.01 0.02
-0.08 -0.01 -0.01
-0.01 -0.07 0.08
0.01 -0.04 0.06
0.16 -0.02 -0.01
-0.10 0.06 -0.02
-0.03 0.02 0.01
0.04 -0.01 -0.01
-0.02 -0.03 -0.03
0.02 -0.02 0.01
0.07 -0.02 -0.01
0.04 0.05 -0.02
-0.03 0.02 0.03
0.00 -0.01 0.00
0.00 0.03 -0.01
-0.07 -0.08 0.06
-0.01 0.00 0.01
0.00 0.00 0.00
0.00 0.00 -0.01
0.01 0.01 -0.02
0.03 -0.02 0.01
-0.01 0.01 0.01
0.00 0.00 0.00
0.00 0.01 -0.01
0.02 -0.01 -0.03
-0.04 0.00 -0.02
0.01 0.01 0.01
0.00 0.00 0.00
0.01 -0.01 0.01
-0.02 0.00 0.00
-0.01 0.00 0.02
-0.01 0.00 0.00
0.00 0.00 0.01
0.00 0.01 0.00
0.01 -0.01 -0.01
0.01 0.00 0.00
0.01 0.00 -0.01
0.00 0.00 0.00
0.16 0.03 0.02
-0.02 0.04 -0.01
0.01 0.00 0.00
0.00 0.00 0.00
0.01 -0.02 0.01
-0.04 -0.01 -0.01
0.00 -0.05 0.02
0.00 0.00 0.00
0.01 0.01 0.00
0.00 0.01 -0.01
0.01 0.00 0.03
0.00 -0.01 -0.01
0.00 0.00 0.00
-0.01 0.00 0.00
-0.01 0.02 0.04
0.01 -0.02 -0.01
-0.01 -0.01 0.00
0.00 -0.01 0.00
-0.01 0.01 0.00
0.03 0.01 -0.04
0.05 -0.03 0.02
-0.09 -0.05 0.13
-0.01 -0.02 0.07
0.22 -0.33 0.13
-0.11 -0.24 -0.29
-0.11 -0.03 0.06
0.14 -0.12 0.06
0.03 0.09 -0.08
-0.08 -0.01 0.02
0.05 0.01 -0.04
0.14 -0.15 -0.11
-0.09 0.20 0.13
0.01 -0.01 -0.01
0.02 -0.01 0.00
0.01 -0.01 0.00
-0.03 0.01 0.00
-0.05 0.01 0.03

Kohn-Sham gap (Ha): 0.281
Charge: -1
E (hartree): -6393.95099
Maximum force (eV/Å): 0.86

=====

No. 2
C20H23NO4PtS2 | ωB97M-V/def2-TZVPD

CARTESIAN COORDINATES (ANGSTROEM)
Pt1 0.7946 -1.6483 1.5171
O1 -0.3591 0.6134 -0.3411
C1 0.7164 0.9567 -1.1801
C2 1.9419 -0.0358 -1.1219
O2 2.8235 0.1915 -1.9614
O3 1.9308 -0.9830 -0.2929
C3 0.1445 0.9114 -2.6011
C4 -0.4387 2.0243 -3.1932
C5 -1.0500 1.9345 -4.4395
C6 -1.0911 0.7217 -5.1087
C7 -0.5252 -0.4015 -4.5149
C8 0.0831 -0.3073 -3.2742
C9 1.2463 2.3435 -0.8045
C10 0.8432 2.9295 0.3892
C11 1.3288 4.1763 0.7697
C12 2.2242 4.8561 -0.0411
C13 2.6383 4.2719 -1.2337
C14 2.1586 3.0271 -1.6097
H1 -0.0541 -0.0697 0.3102
H2 -0.4176 2.9742 -2.6735
H3 -1.4986 2.8165 -4.8837
H4 -1.5659 0.6476 -6.0809
H5 -0.5611 -1.3594 -5.0213
H6 0.5086 -1.1897 -2.8100
H7 0.1485 2.3884 1.0172
H8 1.0076 4.6110 1.7096
H9 2.6043 5.8280 0.2545
H10 3.3489 4.7872 -1.8708
H11 2.5027 2.5548 -2.5196
C15 -0.9272 -5.1096 -1.9235
O4 -1.4749 -5.1591 -0.6154
C16 -1.0502 -4.2774 0.3426
S1 -1.8362 -4.4180 1.8025
S2 0.2006 -3.2204 -0.1317
H12 -1.4453 -5.8933 -2.4776
H13 0.1475 -5.2986 -1.9168
H14 -1.1001 -4.1385 -2.3905
C17 -1.8264 -0.5580 3.0530
C18 -0.6812 -1.0070 3.9720
C19 -0.2037 0.1884 4.8032
C20 -1.2034 -2.1068 4.9112
N1 0.4988 -1.5154 3.3026
H15 -2.6914 -0.2131 3.6369
H16 -2.1309 -1.3940 2.4217
H17 -1.4903 0.2529 2.4032
H18 -1.0232 0.5814 5.4156
H19 0.1589 0.9773 4.1410
H20 0.6178 -0.1137 5.4571
H21 -2.0787 -1.7683 5.4792
H22 -0.4137 -2.3999 5.6070
H23 -1.4801 -2.9796 4.3173

Cartesian forces, eV/Å:
0.05 -0.03 -0.10
0.05 0.02 -0.07
0.01 0.04 0.01
-0.01 -0.12 -0.13
-0.01 0.03 0.08
-0.04 0.06 0.00
-0.01 0.05 0.03
0.02 -0.01 0.01
0.00 -0.01 -0.01
0.00 0.01 0.00
0.01 0.00 0.02
-0.01 -0.02 0.00
-0.01 -0.04 0.03
0.00 0.02 0.00
0.00 -0.01 -0.01
0.00 0.00 -0.01
-0.01 0.00 0.01
-0.01 0.00 -0.02
-0.06 -0.06 0.02
0.01 0.01 0.00
0.00 0.00 0.00
0.00 0.00 0.00
0.00 0.00 0.00
0.00 0.01 0.00
0.00 0.01 -0.01
0.00 0.00 0.00
0.00 0.00 0.00
0.00 0.00 0.00
-0.01 -0.01 0.00
-0.01 0.01 0.04
0.00 -0.01 -0.03
0.04 0.01 -0.03
0.00 -0.01 -0.04
0.00 0.02 0.05
0.00 0.00 0.00
0.01 0.00 0.01
0.00 0.01 0.00
0.01 0.00 0.00
0.08 0.01 -0.02
-0.01 0.02 0.05
0.02 -0.02 -0.01
-0.10 0.00 0.12
0.00 0.00 0.00
-0.01 0.01 0.00
0.00 -0.01 0.00
0.01 0.02 0.00
0.00 0.00 0.00
-0.01 0.00 -0.01
0.00 0.01 -0.01
-0.01 0.00 0.00
0.01 0.02 0.02

Kohn-Sham gap (Ha): 0.197
Charge: -2
E (hartree): -2047.32765
Maximum force (eV/Å): 0.17

=====

No. 3
C38H32F5P2Yb | ωB97M-V/def2-TZVPD

CARTESIAN COORDINATES (ANGSTROEM)
C1 -0.3630 2.4354 -0.3960
C2 0.8927 2.3673 0.2646
C3 2.0646 2.6901 -0.4513
C4 1.9575 3.3367 -1.6754
C5 0.7028 3.5689 -2.2453
C6 -0.4449 3.0433 -1.6479
P1 0.9991 1.8870 1.9831
C7 2.5618 2.1899 2.7954
C8 3.6586 1.4213 2.3577
C9 4.8094 1.3412 3.1361
C10 4.8903 2.0440 4.3463
C11 3.8269 2.8616 4.7483
C12 2.6585 2.9303 3.9871
Yb1 0.1608 -0.5418 0.3842
P2 -1.0489 -2.0983 -2.0100
C13 0.2708 -1.0685 -2.6652
C14 -0.0096 -0.0741 -3.6292
C15 1.0186 0.7104 -4.1299
C16 2.3266 0.5472 -3.6642
C17 2.5999 -0.3853 -2.6581
C18 1.5792 -1.1862 -2.1362
C19 -0.9145 -3.8670 -2.2812
C20 -1.6447 -4.6906 -1.4001
C21 -1.2888 -6.0260 -1.2416
C22 -0.3054 -6.5969 -2.0562
C23 0.3059 -5.8144 -3.0440
C24 0.0023 -4.4584 -3.1702
C25 -2.6433 -1.3447 -2.3313
C26 -3.1834 -0.5096 -1.3339
C27 -4.3923 0.1449 -1.5538
C28 -5.0918 -0.0578 -2.7499
C29 -4.5578 -0.8923 -3.7417
C30 -3.3315 -1.5324 -3.5465
C31 -0.4916 2.4196 2.8362
C32 -0.9712 3.7424 2.7241
C33 -2.1518 4.1156 3.3675
C34 -2.8722 3.1790 4.1207
C35 -2.4166 1.8579 4.1939
C36 -1.2355 1.4719 3.5644
H1 -2.4748 -4.2567 -0.8416
H2 -1.7900 -6.6253 -0.4842
H3 -0.0258 -7.6405 -1.9266
H4 1.0246 -6.2726 -3.7232
H5 0.4428 -3.8505 -3.9624
H6 -1.0355 0.0458 -3.9974
H7 0.7975 1.4724 -4.8860
H8 3.1298 1.1585 -4.0819
H9 3.6197 -0.5154 -2.2898
H10 1.8056 -1.9629 -1.3849
H11 -2.6616 -0.3732 -0.3741
H12 -4.7932 0.8024 -0.7808
H13 -6.0584 0.4241 -2.9016
H14 -5.1020 -1.0469 -4.6729
H15 -2.9023 -2.1732 -4.3198
H16 -0.4030 4.4614 2.1267
H17 -2.5057 5.1429 3.2873
H18 -3.7790 3.4791 4.6482
H19 -2.9778 1.1105 4.7573
H20 -0.8746 0.4380 3.6416
H21 3.5911 0.8387 1.4347
H22 5.6329 0.7035 2.8113
H23 5.7675 1.9277 4.9883
H24 3.8919 3.4146 5.6864
H25 1.8071 3.5234 4.3211
H26 3.0410 2.4647 -0.0168
H27 2.8632 3.6506 -2.1982
H28 0.6242 4.1259 -3.1810
H29 -1.4099 3.1130 -2.1583
H30 -1.2756 2.0733 0.0983
H31 1.0646 0.4790 2.0302
H32 -0.9441 -2.0490 -0.5964
F1 -0.2879 -3.5403 1.6375
C37 -0.2235 -2.3090 2.2873
F2 -1.2190 -2.3256 3.2330
C38 1.0991 -2.2815 3.0118
F3 1.3063 -3.4017 3.7312
F4 2.1486 -2.1678 2.1204
F5 1.1584 -1.2193 3.8748

Cartesian forces, eV/Å:
-0.24 -0.12 0.11
0.16 -0.67 -0.14
0.07 0.38 -0.05
0.35 -0.26 0.11
-0.36 -0.14 -0.13
0.01 -0.05 -0.12
0.25 1.22 0.19
0.46 -0.05 0.30
-0.06 -0.09 0.25
-0.04 0.10 0.00
-0.36 0.03 -0.16
0.08 -0.14 -0.05
-0.13 -0.18 -0.27
0.21 0.05 -0.81
0.23 0.42 -1.63
-1.21 -0.15 0.99
0.04 0.31 -0.56
-0.91 0.02 -0.05
0.72 -0.15 0.52
0.05 0.19 -0.12
0.53 -0.28 0.50
-0.16 -0.65 0.05
0.39 0.24 0.09
-0.24 -0.04 -0.20
0.01 0.63 -0.03
-0.18 -0.12 -0.09
0.00 0.33 0.23
-0.41 0.10 0.06
0.07 -0.06 -0.35
-0.02 -0.02 0.01
0.37 -0.23 0.02
0.04 0.08 0.15
0.12 0.07 0.46
-0.50 -0.28 0.12
0.30 -0.14 -0.15
0.21 -0.14 0.01
0.40 -0.19 -0.22
-0.13 -0.02 0.14
0.30 -0.07 -0.12
0.32 -0.17 0.23
0.03 0.09 -0.24
-0.06 0.25 -0.06
-0.20 0.17 0.15
0.19 -0.18 0.34
0.47 0.01 0.12
0.08 -0.40 0.27
-0.23 -0.29 0.16
-0.30 0.08 -0.12
0.09 0.11 -0.51
-0.27 -0.10 -0.31
0.04 -0.23 -0.25
0.31 -0.12 0.01
0.15 0.04 0.25
-0.21 0.14 0.20
-0.29 -0.11 0.22
0.12 -0.27 0.02
0.26 -0.12 -0.21
0.15 0.26 -0.15
-0.23 0.35 0.08
0.07 0.06 0.28
-0.23 0.23 0.11
-0.30 0.13 -0.29
-0.04 -0.15 -0.31
0.23 -0.13 0.03
-0.26 0.38 -0.16
-0.29 -0.07 0.19
0.02 -0.24 0.28
0.34 0.04 0.25
0.23 0.40 -0.08
-0.33 -0.18 0.76
-0.37 -0.68 0.26
0.15 0.08 0.07
-0.16 1.27 -1.25
0.23 0.03 0.01
0.09 -1.26 1.46
0.33 0.82 -0.33
-0.73 0.36 0.31
0.17 -0.55 -0.87

Kohn-Sham gap (alpha / beta) (Ha): 0.145 / 0.283
Spin multiplicity: 2
Charge: +2
E (hartree): -3807.31224
Maximum force (eV/Å): 1.93

=====

No. 4
C4H7NO2 | ωB97M-V/def2-TZVPD

CARTESIAN COORDINATES (ANGSTROEM)
O1 1.7382 1.5061 -0.7631
N1 1.5992 0.7603 0.4413
C1 0.3408 0.1008 0.4177
C2 -0.0047 -1.2448 -0.2129
C3 -1.4896 -0.7627 -0.2888
C4 -1.0425 0.5740 0.3008
O2 -0.4568 0.2598 1.5745
H1 2.6277 1.2750 -1.0612
H2 1.5538 1.4490 1.1892
H3 0.2087 -2.1211 0.4042
H4 0.4397 -1.3673 -1.2040
H5 -2.1987 -1.3050 0.3433
H6 -1.8725 -0.6970 -1.3100
H7 -1.4435 1.5729 0.1690

Cartesian forces, eV/Å:
0.26 0.01 -0.23
-0.20 -0.04 0.29
0.21 -0.13 -0.13
0.12 -0.12 0.00
-0.13 -0.02 -0.06
-0.26 0.22 -0.12
0.02 -0.05 0.19
-0.18 0.02 0.00
0.00 -0.02 -0.08
-0.01 0.12 -0.06
-0.06 0.05 0.13
0.11 0.08 -0.11
0.07 0.02 0.14
0.04 -0.15 0.06

Kohn-Sham gap (Ha): 0.381
E (hartree): -361.72172
SMILES: ON[C@]12CC[C@H]1O2
Maximum force (eV/Å): 0.37

=====

Number 4 is which compound?
C4H7NO2

=====

Number 2 is which compound?
C20H23NO4PtS2

=====

Number 3 is which compound?
C38H32F5P2Yb

=====

Among the records above, which one has the highest maximum force?
C38H32F5P2Yb